This record from the OMol25 dataset describes one molecule with the formula C28H33N3O3S in a non-equilibrium geometry. The level of theory is ωB97M-V/def2-TZVPD.

The frontier orbital gap comes out at 8.904 eV. Its structure (SMILES) is CCCCN(C(=O)c1cccc(S(=O)(=O)N2CCN(Cc3ccccc3)CC2)c1)c1ccccc1. As for the relative energy (zero: lowest compared OMol25 entry of this formula, charge and spin): 20.34 kcal/mol.

Structure (XYZ):
```
68
C28H33N3O3S ωB97M-V/def2-TZVPD
S 1.32429 1.49825 -1.25162
O 2.18808 2.62063 -1.46825
O 1.54256 0.70068 -0.07391
O -4.14836 2.75038 1.43608
N 1.32218 0.60059 -2.67291
N 2.75251 -1.86242 -2.62337
N -3.23841 0.69873 1.68260
C 1.49365 -1.74117 -1.90698
C 3.46472 -0.59596 -2.60630
C -3.90256 0.55471 2.97145
C -1.37675 -2.66836 0.02574
C 4.01472 -2.88322 -0.72857
C 5.21395 -2.25788 -0.40961
C -5.17133 1.56024 5.62369
C -1.16492 1.75325 -0.14740
C -3.01694 2.81830 -1.24150
C -0.89064 2.70001 -2.34718
C -2.59704 -0.42210 1.12264
C -2.25102 -1.91045 -0.73549
C -3.38417 1.89061 1.03958
C 3.56217 -2.98725 -2.16406
C 3.21076 -3.35076 0.30419
C -0.38373 2.03487 -1.24683
C 3.59141 -3.18786 1.62408
C 5.59748 -2.09578 0.90963
C 2.61604 0.46132 -3.30955
C -2.21635 3.10237 -2.33600
C 4.78405 -2.55601 1.93040
C 0.63013 -0.66455 -2.56501
C -1.11856 -2.30683 1.33615
C -1.72682 -1.19415 1.88668
C -2.86394 -0.79718 -0.19237
C -3.16334 1.30721 4.07968
C -3.74993 1.03382 5.46380
C -2.50630 2.12400 -0.14907
H -5.21765 2.61131 5.34962
H -5.49632 1.45886 6.65669
H -4.04985 3.13269 -1.21753
H 5.08056 -2.42593 2.96072
H -3.97145 -0.50970 3.20400
H -0.90869 -3.54324 -0.39839
H -2.62689 3.63774 -3.17849
H -4.90976 0.96702 2.86637
H 6.53273 -1.60723 1.14112
H 0.97239 -2.69971 -1.96232
H 5.85621 -1.90004 -1.20212
H -3.55994 -0.21775 -0.78066
H -0.70543 1.25394 0.69085
H 4.42996 -3.04624 -2.82729
H 2.95585 -3.55553 2.41675
H 3.10062 1.43646 -3.26451
H -3.73451 -0.04144 5.65991
H 1.63978 -1.47027 -0.85039
H 3.67229 -0.24875 -1.58020
H -2.47010 -2.19572 -1.75387
H 2.28233 -3.85355 0.07202
H -0.43721 -2.89164 1.93513
H -3.10946 1.51368 6.20702
H -5.86685 1.01016 4.99551
H -3.21339 2.37569 3.86487
H -0.27548 -0.50153 -1.97696
H -1.51636 -0.91646 2.90758
H -0.23997 2.89798 -3.18336
H 4.41005 -0.72061 -3.13942
H -2.11053 1.01479 4.07313
H 0.35400 -0.97458 -3.57787
H 2.44586 0.17657 -4.35207
H 2.96043 -3.89024 -2.30382
```

This record from the OMol25 dataset describes C12H30N2O4Rb as an isolated structure in a non-equilibrium geometry. The level of theory is ωB97M-V/def2-TZVPD.

The frontier orbital gap (alpha / beta) comes out at 2.807 / 9.311 eV. Its expectation value of S² is 0.7503. As for the relative energy (zero: lowest compared OMol25 entry of this formula, charge and spin): 0.00 kcal/mol. As for the spin multiplicity: 2.

Structure (XYZ):
```
49
C12H30N2O4Rb ωB97M-V/def2-TZVPD
Rb 1.00199 -0.84289 -1.74389
O 0.83791 -1.03808 1.50946
O 1.67031 1.94706 -1.14385
O -1.53237 3.20450 2.52563
O -1.24073 -5.46971 -2.39750
N -1.30189 2.80985 -0.51216
N 0.60617 -3.41584 -0.45974
C 0.81120 2.88556 -1.86486
C -1.87235 4.20060 1.53053
C -0.17702 -4.49890 -2.54690
C -2.35594 3.49036 0.21107
C 1.11691 -2.43102 1.78477
C -0.21839 3.64418 -1.04723
C -1.99359 -5.61440 -3.57831
C -1.18731 3.71050 3.78909
C 0.65397 -0.29668 2.64626
C 1.64000 -3.25908 0.54691
C 2.60002 2.74095 -0.29214
C 0.92631 -4.43974 -1.47547
H -0.66824 2.96069 4.38611
H 1.07821 -5.31206 -0.83980
H -1.04051 4.86749 1.30379
H 2.10599 3.37690 0.44243
H -3.13402 2.77278 0.47136
H -0.70462 -3.57193 -2.77155
H -0.72339 4.42360 -1.61783
H -0.83112 2.15622 0.09715
H 0.39529 -4.77676 -3.43197
H 3.05729 2.02501 0.39080
H 1.84944 -4.26893 0.89966
H 0.20408 2.39811 -2.62769
H 1.54166 -0.29813 3.27879
H 1.84514 -4.14387 -1.98174
H -0.25860 -0.60061 3.15905
H 0.31990 4.24391 -0.31330
H -0.22353 -3.62744 0.07588
H -1.39680 -5.77352 -4.47644
H 2.57725 -2.84032 0.18044
H -2.63922 -6.48823 -3.49068
H -2.11928 3.95848 4.29707
H 0.56209 0.74428 2.33634
H 1.41270 3.51545 -2.52025
H -2.75120 4.27807 -0.43034
H -2.66900 -4.82885 -3.91719
H 3.30382 3.39990 -0.80064
H -2.72026 4.80623 1.85046
H -0.52061 4.55957 3.63836
H 1.87807 -2.45523 2.56462
H 0.28425 -2.82806 2.36543
```

This record from the OMol25 dataset describes a 3-piece molecular cluster, C34H26BNO8P2 overall in a non-equilibrium geometry. The level of theory is ωB97M-V/def2-TZVPD.

The frontier orbital gap comes out at 8.562 eV. Its structure (SMILES) is O=C1c2ccccc2C(=O)c2ccccc21.O=C1c2ccccc2C(=O)c2ccccc21.C#CCCCB(OC#N)PP(=O)(O)O.

Structure (XYZ):
```
72
C34H26BNO8P2 ωB97M-V/def2-TZVPD
P 0.93350 0.23196 4.52402
P -0.49980 1.39145 5.66823
O 1.50748 -4.82586 -5.56446
O -3.02254 5.26140 -1.65746
O -3.49797 -2.98419 -5.15262
O -0.12931 2.96987 5.56687
O -0.56109 0.93442 7.21414
O -0.60327 0.81956 0.09466
O -1.80889 1.15509 5.06402
O 3.15394 -1.37581 5.27327
N 3.22261 -2.83934 7.20693
C 0.37715 -2.94363 -2.00743
C 3.09812 -2.25665 6.22382
C -2.50135 4.23885 -1.26313
C -1.76560 3.34763 -2.20399
C -0.21665 -5.29862 -7.71371
C -1.79912 -2.58530 -2.96690
C -2.44015 -5.08424 -8.60602
C -0.36632 1.72706 -3.97305
C -0.40517 1.40351 -2.62783
C 0.78633 -3.59360 -3.15938
C -3.29189 4.63394 1.05760
C -1.11261 2.20363 -1.74122
C 0.36433 -4.43279 -5.45880
C -1.93006 -4.17400 -6.44359
C -0.61647 -4.63284 -6.56199
C -1.72708 3.66667 -3.55514
C -0.09614 -3.74431 -4.22164
C 3.85668 1.87704 6.37284
C -1.39775 -3.24717 -4.12042
C 6.34636 1.57553 6.33809
C -1.96724 2.66802 0.62116
C -2.58269 3.83830 0.16773
C 3.01820 0.66583 6.82317
C 5.11179 1.50662 5.55827
C 7.36445 1.56879 6.96228
C -2.83987 -4.40704 -7.46692
C -3.39907 4.25872 2.38703
C -2.08822 2.29410 1.95324
C -0.91395 -2.43394 -1.91302
C -1.17780 1.81416 -0.30547
C -2.37198 -3.42841 -5.23200
C -1.12603 -5.52296 -8.73280
C -2.80229 3.08436 2.83721
C -1.03426 2.85526 -4.43810
B 2.46261 -0.17601 5.62925
H 3.26626 2.58342 5.78595
H -2.24285 4.54700 -3.91267
H 5.07023 0.51318 5.11301
H 0.10918 0.52386 -2.26536
H -2.88907 2.77413 3.86811
H -2.80399 -2.19260 -2.89574
H 0.18077 1.09795 -4.66304
H -1.01224 3.10150 -5.49149
H -1.62628 1.38056 2.30221
H 1.79031 -3.98748 -3.23619
H 5.21109 2.22195 4.74235
H 1.06453 -2.82970 -1.17953
H 1.36051 1.16483 3.55342
H -3.15202 -5.27050 -9.39929
H 2.19567 1.01162 7.45614
H 8.37192 1.43845 7.26619
H 0.80407 -5.64251 -7.80699
H -0.09419 1.58377 7.75733
H 3.63818 0.05014 7.48060
H -3.95255 4.88164 3.07761
H -3.75957 5.54374 0.70743
H -3.85899 -4.06012 -7.36735
H -1.22751 -1.91791 -1.01449
H 0.71482 3.10706 6.02112
H -0.81382 -6.04498 -9.62768
H 4.14458 2.41591 7.27163
```

This record from the OMol25 dataset describes C38H45BrN8O3SSeTa as an isolated structure. The level of theory is ωB97M-V/def2-TZVPD.

The frontier orbital gap (alpha / beta) comes out at 6.174 / 6.600 eV. Its expectation value of S² is 0.7596. As for the relative energy (zero: lowest compared OMol25 entry of this formula, charge and spin): 0.00 kcal/mol. The charge is +2. As for the spin multiplicity: 2.

Structure (XYZ):
```
98
C38H45BrN8O3SSeTa ωB97M-V/def2-TZVPD
Ta 0.12523 0.29616 0.18485
Br -1.95081 1.78074 -0.85474
Se 0.18703 -3.37133 -0.29920
S 0.66098 -1.38598 -2.61289
O 4.02186 -0.15293 -1.08715
O -1.71209 6.45892 1.35725
O -0.56050 -1.27624 3.97392
N 0.34641 -4.90168 -2.81171
N 0.01502 2.79700 0.60967
N 1.85800 -5.43997 -1.36717
N -0.56331 0.16852 2.15320
N 1.55114 -0.86398 1.25024
N -2.53102 -1.50993 0.08766
N 1.96498 0.82983 -0.58433
N -2.14767 -2.39547 1.13048
C 0.89831 -4.54058 -1.64167
C 3.35924 2.80475 -0.23575
C 4.00396 2.17369 0.97156
C -0.82045 2.97701 4.55911
C 1.18785 -1.45682 2.37851
C 0.20628 -1.58969 -1.07343
C -3.39218 -4.30183 0.14495
C 3.00402 -0.09212 -0.45221
C -1.82989 4.34760 0.39007
C 3.75835 4.08436 -0.58806
C -2.34281 -4.40481 2.42237
C -3.08155 -3.52537 1.41966
C -1.11490 5.29198 1.13535
C 1.16644 1.65608 3.81705
C -3.03059 2.49348 3.78697
C 1.83501 2.78188 -2.13426
C -2.17883 3.25173 4.56672
C 3.27819 -2.58123 2.42800
C -0.08896 -0.88357 2.93734
C -2.55263 1.45817 2.98450
C -3.53778 0.60423 2.24545
C 2.04016 -2.34004 3.01454
C 2.27052 4.06988 -2.45266
C 2.69327 -5.49578 -0.16972
C -4.38181 -3.01599 2.04418
C 0.98984 -6.01892 -3.29227
C -1.18445 3.16350 0.18297
C -1.18110 1.21570 2.96181
C 2.74600 -1.04186 0.69680
C 1.92991 -6.36111 -2.38589
C 3.65134 -1.91502 1.25858
C 0.68025 3.72589 1.31611
C 0.81804 2.16884 -3.05561
C 2.38665 2.15054 -1.01916
C 0.16398 4.96923 1.59110
C 3.21891 4.72244 -1.69492
C -0.79878 -4.29195 -3.48426
C -0.30608 1.95998 3.76813
H 1.66853 3.45381 1.65434
H 0.74990 5.68093 2.15726
H 4.33160 2.94171 1.67185
H 1.59293 1.53682 2.81952
H -2.48091 -4.57435 -0.39064
H -2.39918 -1.98554 -0.80011
H -0.06205 2.80959 -3.13742
H 3.70814 -5.74894 -0.46516
H -5.07141 -3.84298 2.21575
H -3.91240 -5.22336 0.40482
H -4.04403 -3.74264 -0.52907
H -0.14808 3.54650 5.18940
H 3.54787 5.71636 -1.96693
H -1.14249 7.06695 1.84667
H 3.97506 -3.25843 2.90504
H -3.16252 0.32381 1.26800
H 4.50902 4.58454 0.01186
H 3.33317 1.50012 1.50802
H 4.62477 -2.03407 0.80223
H 1.70846 2.45192 4.32615
H 4.88614 1.59787 0.68474
H 0.72047 -6.46948 -4.23086
H 1.85489 4.55209 -3.32939
H -1.23784 -5.04243 -4.13546
H -2.81756 4.56281 0.01142
H -1.52818 -3.98894 -2.73508
H 2.68329 -4.52303 0.31190
H 1.73745 -2.78971 3.95020
H -3.74078 -0.30884 2.80967
H 2.30962 -6.24966 0.51508
H -2.09467 -1.83971 1.97930
H -2.08392 -3.83785 3.31980
H -2.96872 -5.24429 2.72494
H -4.48577 1.12640 2.12145
H 0.50431 1.17688 -2.75018
H -3.52571 -1.29278 0.15735
H -4.89892 -2.30071 1.39894
H -0.48369 -3.43000 -4.06089
H -4.18880 -2.54023 3.00773
H -4.09678 2.68207 3.81284
H 2.63867 -7.16996 -2.37560
H -2.57279 4.03746 5.19751
H 1.36241 0.73228 4.36844
H -1.42314 -4.80194 1.98836
H 1.23618 2.07359 -4.05924
```

Computed energy (Ha) in order:
-1874.94967; -909.55730; -2675.52034; -7569.01592